A 2-piece molecular cluster, C2H7N4O overall in a non-equilibrium geometry. Source: the Open Molecules 2025 dataset; level of theory: ωB97M-V with the def2-TZVPD basis set.

energy above the lowest of the compared OMol25 structures with the same formula, charge and spin	163.37	kcal per mole
total charge	+1
frontier orbital gap (spin up / spin down)	8.6 / 9.1	eV
HOMO level (spin up / spin down)	-0.5547 / -0.5514	Eh
LUMO (spin up / spin down)	-6.538 / -5.926	eV

Positions of all 14 atoms, in Å:
C -1.275 -0.279 0.905
C -1.072 -1.277 -0.217
N -2.358 -0.072 1.426
N 0.054 0.114 1.215
N 1.800 1.145 -1.060
N 0.876 -0.233 0.124
O 0.276 -1.219 -0.622
H -1.226 -2.368 0.129
H -1.694 -1.117 -1.159
H -2.183 0.522 2.216
H 0.443 0.855 1.727
H 1.734 0.562 -1.961
H 1.146 1.912 -0.928
H 1.830 -0.513 0.417

Atoms 1-3, force components in eV/Å:
1.849 -1.477 -1.956
-2.067 -2.055 -1.195
-1.113 0.626 1.106

=====

A 7-piece molecular cluster, C27H46Cl2NO12P overall in a non-equilibrium geometry. Source: the Open Molecules 2025 dataset; level of theory: ωB97M-V with the def2-TZVPD basis set.

frontier orbital gap	9.4	eV
HOMO level	-0.3268	Eh
LUMO	0.539	eV

Positions of all 89 atoms, in Å:
C -2.475 2.560 -0.702
C -3.474 3.622 -0.133
Cl -3.640 3.524 1.668
C -4.816 3.601 -0.907
Cl -5.675 5.203 -0.722
P -5.965 2.114 -0.577
N -7.097 0.741 -0.331
H -3.049 1.725 -1.106
H -1.756 2.265 0.068
H -1.925 3.039 -1.527
H -3.012 4.598 -0.342
H -4.541 3.554 -1.977
H -5.102 1.248 -1.311
H -5.954 2.325 0.829
H -6.986 2.806 -1.308
H -6.837 -0.082 -0.865
H -7.056 0.469 0.647
O -1.852 -0.867 -2.720
C -1.313 -0.988 -1.654
O -1.752 -0.371 -0.531
C -0.834 -0.626 0.552
C -0.097 -1.885 0.156
C -0.062 -1.776 -1.363
H -0.164 0.232 0.653
H -1.392 -0.746 1.479
H 0.876 -1.967 0.612
H -0.681 -2.764 0.445
H 0.800 -1.210 -1.713
H -0.095 -2.748 -1.844
O 1.277 -1.689 2.638
C 1.866 -2.505 3.288
O 1.255 -3.317 4.185
C 2.242 -4.100 4.876
C 3.452 -4.113 3.962
C 3.352 -2.756 3.280
H 2.451 -3.624 5.837
H 1.848 -5.099 5.058
H 4.390 -4.273 4.493
H 3.348 -4.907 3.218
H 3.844 -1.972 3.854
H 3.739 -2.782 2.265
O 5.120 -0.156 2.224
C 5.339 0.341 3.290
O 5.139 -0.295 4.479
C 5.392 0.619 5.563
C 6.290 1.692 4.979
C 5.823 1.750 3.533
H 4.436 1.019 5.909
H 5.868 0.084 6.383
H 6.220 2.643 5.505
H 7.331 1.364 5.016
H 4.985 2.436 3.402
H 6.631 2.003 2.851
O -0.750 -2.185 -9.145
C -1.331 -1.910 -8.135
O -1.067 -2.499 -6.945
C -2.005 -2.029 -5.952
C -2.512 -0.704 -6.484
C -2.462 -0.921 -7.989
H -2.803 -2.770 -5.851
H -1.500 -1.919 -4.994
H -3.499 -0.440 -6.107
H -1.821 0.095 -6.205
H -3.378 -1.377 -8.369
H -2.245 -0.003 -8.529
O 1.387 -2.042 -3.899
C 2.170 -2.113 -4.803
O 3.177 -1.227 -4.990
C 3.863 -1.529 -6.218
C 3.560 -2.989 -6.496
C 2.166 -3.140 -5.905
H 3.480 -0.868 -7.000
H 4.929 -1.343 -6.092
H 3.623 -3.249 -7.551
H 4.262 -3.624 -5.951
H 1.386 -2.882 -6.624
H 1.999 -4.136 -5.504
O 0.250 3.331 6.637
C -0.823 3.618 6.193
O -0.994 4.221 4.993
C -2.386 4.529 4.796
C -3.135 3.581 5.712
C -2.158 3.415 6.868
H -2.551 5.578 5.059
H -2.645 4.383 3.749
H -4.115 3.954 6.009
H -3.279 2.620 5.213
H -2.289 4.188 7.628
H -2.219 2.428 7.318

Atoms 1-3, force components in eV/Å:
-0.821 0.786 0.183
0.660 0.466 -1.289
-0.193 -0.139 -0.524

=====

C5H7NO as an isolated structure. Source: the Open Molecules 2025 dataset; level of theory: ωB97M-V with the def2-TZVPD basis set.

energy above the lowest of the compared OMol25 structures with the same formula, charge and spin	115.76	kcal per mole
frontier orbital gap	9.1	eV
HOMO level	-0.3277	Eh
LUMO	0.206	eV

Positions of all 14 atoms, in Å:
C -0.260 1.094 -1.026
C 0.385 -0.141 -0.823
C -0.466 -1.235 -0.615
C -0.423 -1.022 0.778
N -1.383 -0.212 1.197
O 0.861 -0.924 1.288
C 1.521 -0.252 0.187
H 0.320 2.011 -0.934
H -1.091 1.143 -1.731
H -1.071 0.767 0.297
H -1.439 -1.259 -1.095
H -1.193 0.159 2.124
H 1.877 0.724 0.524
H 2.362 -0.853 -0.171

Atoms 1-3, force components in eV/Å:
0.189 0.017 -0.257
-0.039 0.178 -0.008
-0.064 0.059 -0.038

=====

C12H21FeO12 as an isolated structure in a non-equilibrium geometry. Source: the Open Molecules 2025 dataset; level of theory: ωB97M-V with the def2-TZVPD basis set.

energy above the lowest of the compared OMol25 structures with the same formula, charge and spin	19.01	kcal per mole
spin multiplicity	6
frontier orbital gap (spin up / spin down)	10.0 / 9.3	eV
<S²>	8.756
HOMO level (spin up / spin down)	-0.3477 / -0.3544	Eh
LUMO (spin up / spin down)	0.562 / -0.371	eV

Positions of all 46 atoms, in Å:
Fe -0.372 -0.931 1.079
C -0.058 -4.933 1.384
C -0.115 -3.430 1.301
O 0.587 -2.748 0.491
O -0.881 -2.705 2.000
H -0.654 -5.353 0.579
H -0.360 -5.278 2.368
H 0.990 -5.193 1.236
C 1.784 0.767 4.015
C 0.968 0.095 2.961
O 1.471 -0.517 1.964
O -0.299 0.030 2.903
H 2.832 0.597 3.782
H 1.595 0.301 4.984
H 1.500 1.808 4.139
C -3.865 -0.556 -0.982
C -2.565 -0.658 -0.220
O -2.496 -0.475 1.028
O -1.441 -0.909 -0.733
H -3.590 -0.517 -2.036
H -4.507 0.265 -0.688
H -4.380 -1.505 -0.827
C -2.876 3.509 0.310
O -1.894 2.607 0.787
C -0.784 2.410 0.093
O -0.055 1.472 0.257
O -0.612 3.318 -0.857
C 0.693 3.350 -1.433
H -2.456 4.489 0.093
H -3.644 3.648 1.068
H -3.373 3.100 -0.570
H 0.689 4.168 -2.147
H 0.974 2.402 -1.883
H 1.470 3.604 -0.710
C 4.243 -0.383 -1.122
O 3.409 -0.650 -2.225
C 2.082 -0.658 -2.061
O 1.511 -0.491 -1.010
O 1.521 -0.761 -3.245
C 0.096 -0.580 -3.399
H 3.768 0.158 -0.304
H 5.142 0.114 -1.475
H 4.568 -1.327 -0.676
H -0.127 0.383 -2.940
H -0.404 -1.354 -2.818
H -0.084 -0.684 -4.460

Atoms 1-3, force components in eV/Å:
0.046 -0.179 0.041
0.708 0.741 0.179
0.208 1.702 -0.663